Record 1
Formula: C2H2O2P
Source: the Open Molecules 2025 dataset
Level of theory: the ωB97M-V functional and the def2-TZVPD basis

Spin multiplicity: 1
Highest occupied orbital energy, Eh: -0.157
Net charge: -1
ΔE to the lowest compared entry with this formula, charge and spin, kJ/mol: 117.40
SMILES: [H]/P=C/C(=O)[O-]

Last column: Mulliken charge in e.
Geometry (Å):
H 0.221 0.445 1.518  -0.06
P 0.896 -0.560 0.813  -0.20
C 0.810 0.173 -0.708  -0.30
C 1.851 -0.130 -2.240  0.58
O 1.444 0.685 -3.073  -0.65
O 2.726 -0.927 -2.246  -0.58
H 0.317 1.211 -0.673  0.20


Record 2
Formula: C3HF4O2S
Source: the Open Molecules 2025 dataset
Level of theory: the ωB97M-V functional and the def2-TZVPD basis

Spin multiplicity: 1
Highest occupied orbital energy (spin up / spin down), Eh: -0.187 / -0.187
Net charge: -1
ΔE to the lowest compared entry with this formula, charge and spin, kJ/mol: 0.00

Last column: Mulliken charge in e.
Geometry (Å):
C 0.769 -0.844 -0.791  0.59
C -0.285 -0.596 0.358  -0.07
C -1.110 0.614 -0.008  0.90
O 1.930 -0.423 -0.652  -0.71
O 0.172 -1.388 -1.718  -0.61
F 1.729 0.811 1.324  -0.52
F -2.436 0.322 -0.352  -0.29
F -1.176 1.394 1.103  -0.23
F -0.791 1.297 -1.153  -0.26
S -0.724 -1.693 1.504  -0.27
H 1.923 0.505 0.385  0.46


no.,molecular weight (g mol⁻¹)
1,89.01
2,177.10